# 1
Here is 2 unconnected molecules or ions with the total composition C4H12N6 at a distorted geometry from the Open Molecules 2025 dataset. Energies are from ωB97M-V/def2-TZVPD.

Values from the calculation:
E = -13265.49640 eV
charge = +2
HOMO energy = -0.594 Eh
relative energy (zero: lowest compared OMol25 entry of this formula, charge and spin) = 123.23 kJ/mol
gap between HOMO and LUMO = 9.21 eV
multiplicity = 1

Positions of all 22 atoms, in Å:
1 N 2.0503 0.1421 -0.3464
2 H -2.4930 0.3427 1.1483
3 N -3.7143 -0.3579 -0.3116
4 H 2.4028 1.5695 1.7668
5 C 1.2976 0.2487 0.7479
6 H -3.2009 2.0563 -1.2259
7 H -4.3533 -0.2500 -1.0930
8 N -0.2562 -1.5553 0.8806
9 N 3.8389 -0.4921 -1.7708
10 H 0.4887 -2.0392 1.4025
11 C 2.9093 -0.7142 -0.8511
12 N 1.5011 1.2464 1.5808
13 C -2.9810 0.5586 0.1967
14 H 0.7572 1.5849 2.2629
15 H 3.8022 0.3151 -2.4462
16 H 4.4375 -1.2473 -2.2337
17 H -3.8046 -1.2092 0.2716
18 N -2.7438 1.6566 -0.3780
19 H -2.2372 2.3835 0.1253
20 C -0.0066 -0.3619 0.4694
21 H 3.1193 -1.7771 -0.4084
22 H -0.8140 -2.1002 0.2124



# 2
Here is 2 unconnected molecules or ions with the total composition C2H2N4O2 at a distorted geometry from the Open Molecules 2025 dataset. Energies are from ωB97M-V/def2-TZVPD.

Values from the calculation:
E = -12152.40500 eV
HOMO energy (spin up / spin down) = -0.384 / -0.385 Eh
relative energy (zero: lowest compared OMol25 entry of this formula, charge and spin) = 997.88 kJ/mol
gap between HOMO and LUMO (spin up / spin down) = 8.51 / 8.56 eV
multiplicity = 1

Positions of all 10 atoms, in Å:
1 C -1.3172 1.1008 -0.2085
2 N -0.2779 1.8586 -0.6234
3 N 1.4449 -0.9903 0.1776
4 H -1.3647 -0.8251 0.7069
5 O 2.5813 -0.9418 0.1225
6 N 0.5312 -0.0203 -0.0234
7 O 0.7166 -2.7246 0.1667
8 C -0.8368 -0.1007 0.1818
9 H -2.2743 1.3936 0.0332
10 N 0.7970 1.2497 -0.5334



# 3
Here is a molecular structure, C23H29F5NO3P2Pm at a distorted geometry from the Open Molecules 2025 dataset. Energies are from ωB97M-V/def2-TZVPD.

Values from the calculation:
E = -80669.32777 eV
HOMO energy (spin up / spin down) = -0.253 / -0.252 Eh
gap between HOMO and LUMO (spin up / spin down) = 6.79 / 6.78 eV
multiplicity = 5
<S²> = 6.008

Positions of all 64 atoms, in Å:
1 C 2.4645 -1.9325 1.8638
2 C -0.2518 -1.2305 -2.8943
3 O -1.7115 3.2330 -1.0561
4 C 2.0132 2.9746 2.7458
5 H -2.5265 2.1173 -3.7957
6 H -0.3809 -1.8887 -4.9106
7 H 3.0585 3.1696 3.0478
8 F 3.1135 -1.6098 5.4265
9 C 1.4748 2.7567 -2.1413
10 H -1.2504 4.0052 3.3988
11 H 1.9234 3.0022 -3.1074
12 F 2.4166 -3.8003 0.3963
13 C 0.2987 0.1587 -3.2664
14 C 3.0298 -4.1060 2.7079
15 H 0.4665 3.1834 -2.0578
16 H 1.0061 0.0942 -4.1199
17 C 2.6657 -3.3130 1.6342
18 C 2.9895 -2.1766 4.2160
19 H -3.7851 -1.9520 1.9924
20 F 3.5528 -4.3098 5.0108
21 C 3.0636 0.2511 -1.9659
22 H -1.9923 -3.6978 0.5603
23 H -0.1986 -3.4877 0.6825
24 C -1.1737 -3.3777 -3.5079
25 C -1.0029 -2.7376 -1.1922
26 H -1.2537 3.7197 -0.3550
27 C -1.1459 -3.0253 0.3231
28 C -0.8478 -1.8953 3.1016
29 H -1.5686 1.0542 -0.5597
30 Pm 0.3450 -0.0787 0.1663
31 H 3.6337 0.6186 -1.0975
32 F 2.3145 -0.0783 3.4053
33 H -0.8711 -0.9763 3.7052
34 C -0.6988 2.3827 2.0400
35 H -1.4423 -2.6787 3.5818
36 H 0.2036 -2.2063 3.1214
37 F 3.2297 -5.4206 2.5081
38 C 3.1878 -3.5368 3.9713
39 C 2.6214 -1.3773 3.1509
40 H -1.8538 -4.5909 -1.8028
41 C -3.2309 -1.1440 1.5013
42 H 1.1453 4.4945 4.0040
43 P -1.4850 -1.5299 1.4447
44 H -1.7007 2.9282 -2.7460
45 H -1.7279 2.2183 -0.7585
46 C -1.4026 -3.6679 -2.1584
47 H -1.4561 -4.1118 -4.2783
48 N -0.3890 -1.5957 -1.5911
49 H 2.5058 1.3423 1.3697
50 C 1.7345 1.9493 1.8124
51 O 2.0188 -1.2015 0.8855
52 H -3.3515 -0.1918 2.0428
53 H -0.5275 0.9224 -3.4574
54 C 0.9284 3.6866 3.2772
55 C 0.3953 1.7897 1.5223
56 H 3.0468 -0.8443 -1.8645
57 O -1.6007 2.3937 -3.5830
58 H 2.0565 3.1878 -1.3140
59 H -3.5852 -0.9596 0.4766
60 P 1.4057 0.9792 -2.0048
61 H 3.5787 0.5352 -2.8915
62 H -1.6921 2.0652 1.7136
63 C -0.4317 3.4214 2.9545
64 C -0.5967 -2.1624 -3.8807



# 4
Here is a single C4H5N molecule at a distorted geometry from the Open Molecules 2025 dataset. Energies are from ωB97M-V/def2-TZVPD.

Values from the calculation:
E = -5715.23854 eV
HOMO energy = -0.310 Eh
relative energy (zero: lowest compared OMol25 entry of this formula, charge and spin) = 348.12 kJ/mol
gap between HOMO and LUMO = 9.09 eV
multiplicity = 1
SMILES = C/C=C1C=N/1

Positions of all 10 atoms, in Å:
1 C 0.1573 -0.2855 -1.3436
2 H 1.3065 0.2060 0.6615
3 H -0.2824 0.4590 1.7784
4 H 0.3336 -1.2359 1.3386
5 H 0.4943 -0.3339 -3.8582
6 C 0.2603 -0.1689 1.0316
7 N 1.4329 -0.6228 -1.8438
8 C -0.4977 0.0114 -0.2237
9 H -1.4521 0.4703 -0.3640
10 C 0.5423 -0.3478 -2.7914



# 5
Here is a molecular structure, C26H19ClN2O2SeTi from the Open Molecules 2025 dataset. Energies are from ωB97M-V/def2-TZVPD.

Values from the calculation:
E = -135332.92304 eV
charge = -2
HOMO energy (spin up / spin down) = 0.031 / -0.089 Eh
relative energy (zero: lowest compared OMol25 entry of this formula, charge and spin) = 40.32 kJ/mol
gap between HOMO and LUMO (spin up / spin down) = 3.67 / 6.89 eV
multiplicity = 3
<S²> = 2.057

Positions of all 52 atoms, in Å:
1 C -0.3916 5.7342 0.0096
2 C -1.3403 6.1958 0.9374
3 C -0.4777 2.0608 0.6996
4 C 1.9973 -2.0630 -3.7289
5 H -2.7376 5.6662 2.4928
6 Se -0.8202 -2.0048 2.4901
7 Cl -1.6846 7.9196 1.0511
8 C -1.7403 3.9517 1.6996
9 C 1.5840 -4.0258 0.1610
10 O 0.4372 1.5892 -0.1087
11 C 0.9750 -4.5110 -2.1029
12 C 1.4457 -0.2462 -5.2085
13 H 2.7407 -1.9218 2.2147
14 H 1.8829 -5.7080 1.4400
15 C 2.1147 -1.4361 -4.9629
16 H 0.0145 0.1710 -2.1576
17 H 2.5437 -2.9795 -3.5456
18 C 1.0376 -5.8701 -1.8277
19 H 2.7393 -1.8780 -5.7316
20 C 1.6380 1.1157 2.9911
21 C 2.5300 -0.8674 2.2974
22 H 0.7921 -6.5845 -2.6056
23 H 1.5354 0.2434 -6.1714
24 C 1.2089 -1.5135 -2.7160
25 H 3.5880 -0.0025 0.5363
26 H 2.4952 2.3122 1.3402
27 H 1.0174 1.8431 3.4910
28 Ti 0.6259 -0.1417 1.0438
29 N 0.9039 -1.3054 -0.3624
30 H 1.1659 -0.7767 4.0546
31 H 0.6125 4.0294 -0.7885
32 H 1.4221 -7.3754 -0.3428
33 N -2.5126 -3.7858 0.7605
34 C 1.2631 -3.5617 -1.1187
35 H -2.2500 3.2489 2.3461
36 C 2.4256 1.3653 1.8508
37 C 2.9824 0.1417 1.4181
38 H 0.1180 6.4428 -0.6332
39 H 0.6646 -4.1864 -3.0870
40 C 0.6757 0.3219 -4.1984
41 C 0.5646 -0.2966 -2.9652
42 C 1.6496 -5.3797 0.4339
43 C 1.3850 -6.3146 -0.5608
44 C -2.0099 5.2935 1.7811
45 C 1.7014 -0.2638 3.2701
46 H 0.1682 1.2644 -4.3659
47 C -0.1176 4.3933 -0.0768
48 O -1.0011 1.1722 1.4878
49 C -1.8618 -3.0725 1.4001
50 H 1.7286 -3.2952 0.9444
51 C 1.1241 -2.0928 -1.3390
52 C -0.7782 3.4417 0.7674



# 6
Here is 2 unconnected molecules or ions with the total composition C3H10S2 at a distorted geometry from the Open Molecules 2025 dataset. Energies are from ωB97M-V/def2-TZVPD.

Values from the calculation:
E = -24942.94753 eV
HOMO energy = -0.306 Eh
relative energy (zero: lowest compared OMol25 entry of this formula, charge and spin) = 72.27 kJ/mol
gap between HOMO and LUMO = 9.18 eV
multiplicity = 1
SMILES = CSC.CS

Positions of all 15 atoms, in Å:
1 H -1.6221 0.0178 -1.1294
2 H -1.8258 -0.1340 2.3391
3 S 2.4608 -0.6450 -0.3670
4 C -2.4593 -0.4903 -0.6641
5 C -0.9767 -0.4068 1.7068
6 H -2.8928 -1.1812 -1.3896
7 H 2.5673 1.7715 -0.4788
8 H -3.2187 0.1577 -0.2518
9 H -0.2864 -1.0247 2.2787
10 S -1.5936 -1.5861 0.4760
11 C 2.6897 0.9522 -1.1892
12 H 3.6343 1.0376 -1.7156
13 H 2.1840 -0.1503 0.8178
14 H -0.5201 0.5469 1.4377
15 H 1.8594 1.1348 -1.8707



- Which of these has the lowest E?
  C26H19ClN2O2SeTi



Repeat the fourth record exactly.
Here is a single C4H5N molecule at a distorted geometry from the Open Molecules 2025 dataset. Energies are from ωB97M-V/def2-TZVPD.

Values from the calculation:
E = -5715.23854 eV
HOMO energy = -0.310 Eh
relative energy (zero: lowest compared OMol25 entry of this formula, charge and spin) = 348.12 kJ/mol
gap between HOMO and LUMO = 9.09 eV
multiplicity = 1
SMILES = C/C=C1C=N/1

Positions of all 10 atoms, in Å:
1 C 0.1573 -0.2855 -1.3436
2 H 1.3065 0.2060 0.6615
3 H -0.2824 0.4590 1.7784
4 H 0.3336 -1.2359 1.3386
5 H 0.4943 -0.3339 -3.8582
6 C 0.2603 -0.1689 1.0316
7 N 1.4329 -0.6228 -1.8438
8 C -0.4977 0.0114 -0.2237
9 H -1.4521 0.4703 -0.3640
10 C 0.5423 -0.3478 -2.7914



Repeat the sixth record exactly.
Here is 2 unconnected molecules or ions with the total composition C3H10S2 at a distorted geometry from the Open Molecules 2025 dataset. Energies are from ωB97M-V/def2-TZVPD.

Values from the calculation:
E = -24942.94753 eV
HOMO energy = -0.306 Eh
relative energy (zero: lowest compared OMol25 entry of this formula, charge and spin) = 72.27 kJ/mol
gap between HOMO and LUMO = 9.18 eV
multiplicity = 1
SMILES = CSC.CS

Positions of all 15 atoms, in Å:
1 H -1.6221 0.0178 -1.1294
2 H -1.8258 -0.1340 2.3391
3 S 2.4608 -0.6450 -0.3670
4 C -2.4593 -0.4903 -0.6641
5 C -0.9767 -0.4068 1.7068
6 H -2.8928 -1.1812 -1.3896
7 H 2.5673 1.7715 -0.4788
8 H -3.2187 0.1577 -0.2518
9 H -0.2864 -1.0247 2.2787
10 S -1.5936 -1.5861 0.4760
11 C 2.6897 0.9522 -1.1892
12 H 3.6343 1.0376 -1.7156
13 H 2.1840 -0.1503 0.8178
14 H -0.5201 0.5469 1.4377
15 H 1.8594 1.1348 -1.8707